Computed, not measured: 3 unconnected molecules or ions with the total composition C5H13NO at a distorted geometry, with ωB97M-V/def2-TZVPD.

Each line ends with the Löwdin charge.
Element x y z (Å)
C (2.200, 0.418, 0.652)  -0.08
C (-0.037, 2.850, -1.325)  -0.20
N (1.344, 0.794, 1.507)  0.01
O (0.012, 1.674, -0.573)  -0.25
H (0.377, 1.649, 0.493)  0.11
H (0.792, 0.045, 1.925)  0.04
H (2.215, -0.569, 0.188)  0.08
H (2.740, 1.188, 0.118)  0.07
H (-0.502, 2.618, -2.286)  0.07
H (-0.636, 3.634, -0.841)  0.07
H (0.964, 3.247, -1.536)  0.07
C (-0.786, -2.501, -0.765)  -0.11
C (-1.044, -1.399, 0.211)  -0.25
C (-1.371, -1.587, 1.481)  -0.03
H (-1.013, -0.394, -0.199)  0.07
H (-1.507, -2.453, -1.583)  0.07
H (-0.858, -3.480, -0.293)  0.07
H (0.205, -2.393, -1.209)  0.07
H (-1.609, -0.762, 2.135)  0.05
H (-1.487, -2.577, 1.900)  0.05

Properties
**DFT total energy**: -328.1984 Eh
**Total charge**: 0
**SMILES**: C=CC.C=N.CO
**Multiplicity**: 1
**Energy relative to the best compared isomer or geometry (same formula, charge and spin)**: 3.278 eV

Computed, not measured: C5H11NOS in the gas phase at a distorted geometry, with ωB97M-V/def2-TZVPD.

Each line ends with the Löwdin charge.
Element x y z (Å)
C (1.125, 2.380, 0.256)  -0.09
C (1.697, -1.012, -0.047)  -0.77
C (-0.911, -0.277, -0.087)  -0.34
C (-1.166, -1.064, 1.320)  -0.08
C (-1.189, -0.825, -1.447)  -0.10
H (1.486, 3.373, -0.404)  0.14
H (1.895, 2.261, 1.082)  0.08
H (0.297, 2.708, 0.945)  0.06
H (1.022, -2.071, -0.169)  0.13
H (-1.220, 0.799, 0.220)  0.15
H (-1.068, -2.210, 1.123)  0.09
H (-0.493, -0.404, 2.041)  0.11
H (-2.252, -0.851, 1.741)  0.09
H (-0.864, -0.098, -2.183)  0.08
H (-2.266, -1.058, -1.486)  0.08
H (-0.865, -1.878, -1.826)  0.12
N (0.644, -0.071, -0.218)  -0.18
O (0.836, 1.299, -0.762)  -0.19
S (3.292, -1.001, -0.098)  0.62

Properties
**DFT total energy**: -725.0890 Eh
**Total charge**: 0
**SMILES**: CON(C=S)C(C)C
**Multiplicity**: 1
**Energy relative to the best compared isomer or geometry (same formula, charge and spin)**: 6.419 eV

Computed, not measured: a molecular structure, C18H14BBrF4IrN3O2, with ωB97M-V/def2-TZVPD.

Each line ends with the Löwdin charge.
Element x y z (Å)
Ir (-0.196, 0.118, 0.003)  1.70
Br (-2.528, -0.061, 2.837)  0.89
C (-0.710, 0.070, 3.281)  -0.71
C (-0.330, 0.130, 4.611)  -0.07
C (1.021, 0.208, 4.908)  0.00
C (1.951, 0.223, 3.880)  0.04
C (1.482, 0.173, 2.587)  -0.18
N (0.177, 0.102, 2.289)  -0.04
C (2.412, 0.185, 1.401)  -0.53
O (3.598, 0.160, 1.531)  0.16
O (1.782, 0.217, 0.222)  -0.22
H (-1.082, 0.116, 5.386)  0.12
H (1.344, 0.254, 5.940)  0.13
H (3.016, 0.273, 4.050)  0.14
C (0.318, 0.816, -3.271)  -0.13
N (-0.331, -0.050, -2.282)  -0.03
C (-1.152, -0.954, -2.661)  -0.04
C (-1.702, -1.843, -1.667)  -0.20
C (-2.641, -2.915, -1.780)  0.02
C (-2.763, -3.438, -0.534)  0.02
C (-1.889, -2.660, 0.330)  -0.05
N (-1.264, -1.721, -0.364)  -0.09
C (0.082, 2.276, -2.975)  -0.23
C (0.657, 2.875, -1.859)  -0.07
C (0.435, 4.216, -1.593)  -0.06
C (-0.353, 4.969, -2.452)  -0.06
C (-0.914, 4.381, -3.573)  -0.06
C (-0.699, 3.034, -3.834)  -0.03
H (-0.038, 0.554, -4.268)  0.12
H (1.391, 0.606, -3.219)  0.14
H (-1.412, -1.085, -3.709)  0.15
H (-3.142, -3.229, -2.681)  0.13
H (-3.383, -4.261, -0.217)  0.12
H (-1.724, -2.789, 1.390)  0.12
H (1.326, 2.308, -1.217)  0.09
H (0.878, 4.675, -0.719)  0.12
H (-0.518, 6.019, -2.251)  0.11
H (-1.531, 4.966, -4.242)  0.11
H (-1.141, 2.576, -4.712)  0.12
F (-2.108, 3.680, 0.818)  0.22
B (-2.849, 2.823, 0.097)  -1.07
F (-1.677, 1.449, -0.001)  -0.32
F (-3.857, 2.187, 0.727)  0.18
F (-2.998, 3.058, -1.214)  0.22

Properties
**⟨S²⟩**: 8.788
**DFT total energy**: -4111.5820 Eh
**Total charge**: +1
**Multiplicity**: 6
**Energy relative to the best compared isomer or geometry (same formula, charge and spin)**: 0.000 eV

Computed, not measured: a molecular structure, C10H18Br24ClGaNO5P2 at a distorted geometry, with ωB97M-V/def2-TZVPD.

Each line ends with the Löwdin charge.
Element x y z (Å)
C (2.918, -4.618, -1.975)  -0.19
O (1.544, -4.454, -1.917)  -0.26
C (1.181, -3.859, -0.677)  -0.31
Ga (-0.830, -3.630, -0.430)  0.20
N (-1.139, -3.550, 1.490)  -0.14
P (-1.778, -1.643, -1.272)  0.36
O (-0.940, -0.458, -0.411)  -0.51
Cl (-1.224, -1.334, -3.283)  0.02
P (-2.114, -5.431, -1.240)  0.41
O (-1.557, -6.202, -2.368)  -0.37
O (-3.608, -4.850, -1.676)  -0.22
O (-2.463, -6.400, 0.060)  -0.23
H (3.442, -3.799, -1.492)  0.08
H (3.267, -4.644, -2.995)  -0.01
H (3.223, -5.556, -1.519)  0.09
H (1.681, -2.891, -0.593)  0.05
H (1.592, -4.470, 0.131)  0.05
H (-0.516, -2.823, 1.809)  -0.05
H (-0.801, -4.409, 1.893)  -0.04
H (-1.562, 0.269, -0.374)  -0.16
H (-3.857, -4.278, -0.956)  0.02
H (-2.127, -7.268, -0.125)  0.03
C (5.252, -5.165, -6.218)  -1.64
Br (5.558, -4.544, -4.419)  0.61
Br (6.578, -6.460, -6.761)  0.55
Br (3.459, -5.835, -6.435)  0.61
H (5.356, -4.313, -6.872)  -0.10
C (-3.152, 2.272, 2.024)  -1.60
Br (-2.739, 2.221, 0.134)  0.67
Br (-5.026, 1.940, 2.339)  0.55
Br (-2.057, 1.069, 3.048)  0.58
H (-2.942, 3.274, 2.369)  -0.07
C (-3.937, -1.566, 5.632)  -1.64
Br (-3.195, -2.485, 4.103)  0.57
Br (-5.391, -2.554, 6.440)  0.54
Br (-2.575, -1.122, 6.931)  0.53
H (-4.349, -0.633, 5.278)  -0.05
C (-5.290, 6.100, 3.855)  -1.62
Br (-4.898, 6.023, 1.967)  0.57
Br (-7.169, 5.841, 4.208)  0.57
Br (-4.199, 4.866, 4.853)  0.56
H (-5.037, 7.093, 4.192)  -0.07
C (7.691, -1.946, -6.918)  -1.63
Br (9.222, -0.812, -7.214)  0.58
Br (6.339, -1.060, -5.869)  0.58
Br (6.975, -2.625, -8.576)  0.59
H (8.029, -2.796, -6.345)  -0.03
C (0.107, 5.228, 5.887)  -1.62
Br (0.713, 5.026, 4.068)  0.58
Br (-0.986, 6.805, 6.103)  0.52
Br (-0.787, 3.637, 6.516)  0.56
H (0.981, 5.363, 6.502)  -0.04
C (-2.811, 10.874, 5.209)  -1.63
Br (-3.548, 9.900, 3.715)  0.58
Br (-3.040, 9.907, 6.862)  0.55
Br (-0.965, 11.342, 4.912)  0.57
H (-3.365, 11.795, 5.297)  -0.03
C (3.483, 1.847, -5.760)  -1.65
Br (1.925, 0.869, -5.194)  0.58
Br (3.124, 2.948, -7.305)  0.55
Br (4.249, 2.877, -4.316)  0.55
H (4.214, 1.114, -6.058)  -0.09

Properties
**DFT total energy**: -65666.9166 Eh
**Total charge**: -1
**Multiplicity**: 1
**Energy relative to the best compared isomer or geometry (same formula, charge and spin)**: 0.000 eV

Computed, not measured: C6H9N in the gas phase at a distorted geometry, with ωB97M-V/def2-TZVPD.

Each line ends with the Löwdin charge.
Element x y z (Å)
C (-1.313, -1.355, 0.059)  -0.07
C (0.023, -0.746, -0.230)  -0.33
C (1.273, -1.216, -0.152)  -0.09
C (2.111, -0.162, -0.031)  -0.14
C (1.400, 1.000, 0.015)  -0.08
C (-1.032, 1.576, -0.162)  -0.04
H (-1.614, -1.104, 1.094)  0.08
H (-1.416, -2.521, 0.013)  0.10
H (-2.291, -1.252, -0.503)  0.08
H (1.604, -2.273, -0.199)  0.12
H (3.132, -0.145, 0.155)  0.08
H (1.745, 2.039, 0.194)  0.12
H (-0.477, 2.562, 0.084)  0.10
H (-1.620, 1.504, 0.834)  0.11
H (-1.584, 1.485, -1.121)  0.10
N (0.059, 0.607, -0.050)  -0.15

Properties
**DFT total energy**: -288.7211 Eh
**Total charge**: 0
**SMILES**: Cc1cccn1C
**Multiplicity**: 1
**Energy relative to the best compared isomer or geometry (same formula, charge and spin)**: 1.658 eV

Computed, not measured: 2 unconnected molecules or ions with the total composition CH2O3S2 at a distorted geometry, with ωB97M-V/def2-TZVPD.

Each line ends with the Löwdin charge.
Element x y z (Å)
C (-0.941, 0.493, 0.333)  -0.77
O (2.574, -0.640, -1.019)  -0.39
O (1.152, -0.382, 0.964)  -0.46
O (-0.413, 1.225, -0.489)  -0.10
S (-2.014, -0.785, 0.004)  0.89
S (2.235, 0.069, 0.144)  0.90
H (-0.541, 0.687, 1.317)  0.07
H (-2.052, -0.667, -1.254)  -0.15

Properties
**DFT total energy**: -1061.3551 Eh
**Total charge**: 0
**Multiplicity**: 1
**Energy relative to the best compared isomer or geometry (same formula, charge and spin)**: 0.503 eV

Q: Among the records above, which one has the highest multiplicity?
A: C18H14BBrF4IrN3O2